Record 1
Computed, not measured: a molecular structure, C54H47FIN9O5Tl at a distorted geometry, with the ωB97M-V functional and the def2-TZVPD basis.

E_LUMO (alpha / beta) = -3.5 / -3.5 eV
charge = +1
HOMO level (alpha / beta) = -7.167 / -8.223 eV
orbital gap (alpha / beta) = 3.6 / 4.7 eV
maximum force = 4.19 eV/Å
relative energy (zero: lowest compared OMol25 entry of this formula, charge and spin) = 730.0 kJ/mol

Geometry (Å):
1 Tl 0.97 -0.25 -0.66
2 C 2.56 1.74 -4.38
3 N 1.16 1.48 -4.67
4 C 0.84 0.18 -5.32
5 C 1.17 -1.04 -4.49
6 N 1.81 -1.19 -3.36
7 C 2.04 -2.65 -3.16
8 C 3.02 -2.91 -1.32
9 C 3.69 -5.54 -2.00
10 C 3.27 -4.98 -4.40
11 C 2.14 -4.40 -4.98
12 C 1.50 -3.26 -4.38
13 N 0.75 -2.27 -5.04
14 C 2.74 2.63 -3.17
15 N 3.84 2.47 -2.35
16 C 3.62 3.33 -1.34
17 C 4.34 3.37 -0.11
18 C 3.48 3.97 0.94
19 C 2.38 4.74 0.71
20 C 1.85 4.91 -0.61
21 C 2.46 4.14 -1.58
22 N 1.90 3.62 -2.74
23 H 3.05 0.83 -4.13
24 H 3.17 2.15 -5.17
25 H 0.56 1.59 -3.81
26 H -0.24 0.22 -5.57
27 H 1.38 0.05 -6.25
28 H 3.51 -3.18 -0.36
29 H 4.62 -6.18 -1.93
30 H 3.73 -5.86 -4.90
31 H 1.81 -4.85 -5.89
32 H 0.24 -2.38 -5.87
33 H 5.28 3.92 -0.13
34 H 3.74 3.69 1.96
35 H 1.93 5.24 1.55
36 H 0.89 5.43 -0.75
37 H 0.85 3.78 -2.90
38 C 3.88 -4.50 -3.14
39 C 2.62 -5.93 -1.20
40 C 1.26 -5.39 -0.96
41 C 0.77 -4.05 -1.10
42 C 1.67 -3.05 -1.62
43 C 3.51 -3.00 -2.73
44 C -0.57 -3.77 -0.57
45 C -1.20 -4.67 0.32
46 C -2.55 -4.53 0.66
47 C -3.24 -3.38 0.23
48 C -4.60 -3.13 0.53
49 C -5.19 -1.93 0.06
50 C -4.47 -1.01 -0.71
51 C -3.16 -1.24 -1.05
52 C -2.45 -2.37 -0.55
53 N -1.14 -2.59 -0.90
54 H 4.97 -4.50 -3.28
55 H 2.75 -6.91 -0.72
56 H 0.50 -6.13 -0.71
57 H 4.35 -2.35 -3.03
58 H -0.61 -5.49 0.78
59 H -3.03 -5.23 1.37
60 H -5.16 -3.88 1.07
61 H -6.22 -1.67 0.34
62 H -5.04 -0.18 -1.05
63 H -2.61 -0.58 -1.74
64 C -5.79 3.56 0.08
65 C -4.62 4.20 0.80
66 N -3.38 3.39 0.94
67 C -2.56 3.42 -0.17
68 C -1.38 2.76 -0.28
69 C -0.75 2.62 -1.66
70 O -0.63 3.72 -2.32
71 O -0.38 1.42 -2.02
72 C -0.77 2.19 0.96
73 O 0.42 1.89 1.11
74 C -1.68 2.03 2.02
75 C -1.26 1.50 3.27
76 C -2.21 1.28 4.27
77 F -1.74 0.85 5.46
78 C -3.59 1.58 4.16
79 C -3.97 2.29 3.01
80 C -3.05 2.53 1.97
81 N -4.56 1.02 4.97
82 C -5.64 1.85 5.42
83 C -7.00 1.09 5.26
84 N -6.74 -0.42 5.51
85 C -5.54 -0.75 6.43
86 C -4.28 -0.10 5.84
87 H -6.71 3.91 0.57
88 H -5.81 2.48 0.17
89 H -5.71 3.82 -1.01
90 H -5.00 4.41 1.80
91 H -4.26 5.12 0.30
92 H -2.95 4.01 -1.00
93 H -0.24 1.22 3.37
94 H -5.02 2.70 2.90
95 H -5.63 2.68 4.72
96 H -5.47 2.22 6.42
97 H -7.55 1.22 4.31
98 H -7.72 1.41 6.00
99 H -6.60 -0.86 4.59
100 H -7.58 -0.89 5.87
101 H -5.41 -1.86 6.49
102 H -5.79 -0.29 7.36
103 H -3.69 -0.85 5.34
104 H -3.65 0.09 6.72
105 I 10.28 -2.01 -1.19
106 C 8.72 -0.87 -0.46
107 C 8.69 -0.60 0.92
108 C 7.87 0.39 1.38
109 C 6.76 0.80 0.55
110 C 6.69 0.36 -0.80
111 C 7.71 -0.41 -1.30
112 C 5.91 1.97 0.99
113 O 4.71 2.01 0.33
114 O 6.34 2.84 1.77
115 H 9.45 -1.10 1.55
116 H 7.98 0.88 2.34
117 H 5.85 0.72 -1.39
118 H 7.89 -0.55 -2.36

Record 2
Computed, not measured: a molecular structure, C4H7FOS2 at a distorted geometry, with the ωB97M-V functional and the def2-TZVPD basis.

E_LUMO = -0.5 eV
HOMO level = -8.673 eV
orbital gap = 8.2 eV
maximum force = 6.83 eV/Å
relative energy (zero: lowest compared OMol25 entry of this formula, charge and spin) = 498.0 kJ/mol

Geometry (Å):
1 C 0.00 -1.86 0.17
2 C -0.23 0.48 0.27
3 C -1.79 0.52 -0.24
4 C 2.09 1.52 -0.04
5 H -0.34 -2.79 1.11
6 H 1.15 -2.11 -0.51
7 H -1.05 -1.89 -0.91
8 H -0.09 1.30 1.01
9 H -2.36 0.08 0.65
10 H -1.76 -0.20 -1.17
11 H 2.00 1.58 1.18
12 O 0.25 -0.60 0.96
13 F -2.33 1.56 -0.78
14 S 0.82 0.92 -1.06
15 S 3.63 1.50 -0.65

Record 3
Computed, not measured: a molecular structure, C38H35N2O2P2SSbSe4Y at a distorted geometry, with the ωB97M-V functional and the def2-TZVPD basis.

E_LUMO = 1.1 eV
charge = -1
HOMO level = -3.156 eV
orbital gap = 4.2 eV
maximum force = 6.75 eV/Å
relative energy (zero: lowest compared OMol25 entry of this formula, charge and spin) = 779.1 kJ/mol

Geometry (Å):
1 Y 1.72 -0.42 0.25
2 C 4.77 6.52 1.63
3 C 4.15 5.16 1.82
4 C 4.84 4.15 2.49
5 C 4.25 2.93 2.73
6 C 2.94 2.69 2.28
7 C 2.26 3.66 1.59
8 C 2.86 4.89 1.36
9 S 2.37 1.08 2.73
10 O 2.58 0.93 4.16
11 O 3.16 0.12 1.93
12 N 0.89 0.74 2.27
13 C -0.16 1.70 2.45
14 C -0.08 2.71 3.42
15 C -0.95 3.78 3.37
16 C -1.93 3.81 2.40
17 C -2.05 2.69 1.60
18 N -1.21 1.65 1.65
19 H 5.00 6.97 2.60
20 H 4.09 7.18 1.09
21 H 5.71 6.45 1.06
22 H 5.86 4.32 2.83
23 H 4.79 2.14 3.25
24 H 1.27 3.51 1.20
25 H 2.29 5.62 0.80
26 H 0.72 2.66 4.15
27 H -0.84 4.61 4.07
28 H -2.56 4.67 2.24
29 H -2.82 2.64 0.84
30 C -2.56 -0.44 -1.45
31 C -2.08 -1.55 -0.50
32 P -0.76 -1.12 0.78
33 C -1.69 -1.56 2.32
34 C -2.84 -0.82 2.63
35 C -3.57 -1.09 3.78
36 C -3.19 -2.13 4.62
37 C -2.09 -2.90 4.30
38 C -1.34 -2.62 3.16
39 C 0.49 -2.47 0.81
40 C 1.55 -2.20 1.71
41 C 2.84 -2.69 1.50
42 C 3.08 -3.57 0.44
43 C 2.01 -3.99 -0.34
44 C 0.74 -3.43 -0.17
45 P -2.59 -0.54 -3.30
46 C -3.24 -2.23 -3.71
47 C -3.50 -3.29 -2.83
48 C -3.83 -4.56 -3.32
49 C -3.92 -4.78 -4.69
50 C -3.73 -3.72 -5.57
51 C -3.40 -2.46 -5.09
52 C -0.86 -0.86 -3.87
53 C -0.39 -0.04 -4.88
54 C 0.95 -0.05 -5.24
55 C 1.83 -0.89 -4.61
56 C 1.36 -1.79 -3.66
57 C 0.02 -1.79 -3.31
58 H -1.98 0.45 -1.30
59 H -3.58 -0.15 -1.19
60 H -1.73 -2.40 -1.05
61 H -2.92 -1.87 0.12
62 H -3.15 -0.02 1.98
63 H -4.46 -0.50 4.00
64 H -3.76 -2.34 5.52
65 H -1.80 -3.73 4.93
66 H -0.50 -3.25 2.93
67 H 1.39 -1.53 2.55
68 H 3.64 -2.35 2.14
69 H 4.08 -3.93 0.25
70 H 2.17 -4.73 -1.12
71 H -0.07 -3.76 -0.82
72 H -3.47 -3.13 -1.76
73 H -4.00 -5.37 -2.63
74 H -4.14 -5.77 -5.06
75 H -3.84 -3.88 -6.64
76 H -3.25 -1.63 -5.77
77 H -1.06 0.65 -5.34
78 H 1.30 0.64 -6.00
79 H 2.88 -0.88 -4.86
80 H 2.03 -2.51 -3.24
81 H -0.36 -2.56 -2.66
82 Se -0.48 3.79 -4.26
83 Sb -0.37 3.13 -1.93
84 Se 3.31 0.89 -0.82
85 Se 1.05 1.41 -0.91
86 Se -0.15 5.30 -0.82

Record 4
Computed, not measured: a molecular structure, C20H29FN8S3Sc, with the ωB97M-V functional and the def2-TZVPD basis.

E_LUMO = -3.0 eV
charge = +1
HOMO level = -10.727 eV
orbital gap = 7.7 eV
maximum force = 0.34 eV/Å
relative energy (zero: lowest compared OMol25 entry of this formula, charge and spin) = 17.2 kJ/mol

Geometry (Å):
1 Sc -0.02 -0.21 -0.19
2 C -5.49 2.22 1.30
3 C -4.42 3.24 0.95
4 N -3.50 2.77 -0.08
5 C -2.51 1.89 0.14
6 S -1.64 1.37 -1.29
7 N -2.29 1.53 1.39
8 N -1.27 0.64 1.55
9 C -1.07 0.19 2.74
10 C -1.91 0.54 3.93
11 C 0.03 -0.79 2.89
12 C 0.36 -1.36 4.12
13 C 1.38 -2.29 4.17
14 C 2.04 -2.65 3.01
15 C 1.65 -2.04 1.82
16 N 0.68 -1.14 1.77
17 H -6.15 2.61 2.08
18 H -5.03 1.30 1.67
19 H -6.10 1.98 0.43
20 H -3.84 3.50 1.84
21 H -4.87 4.16 0.58
22 H -3.69 2.99 -1.04
23 H -2.76 1.15 3.62
24 H -1.33 1.10 4.67
25 H -2.27 -0.36 4.41
26 H -0.17 -1.08 5.01
27 H 1.65 -2.75 5.11
28 H 2.83 -3.38 3.00
29 H 2.13 -2.29 0.88
30 F -0.74 -1.91 -0.56
31 C -0.31 0.23 -5.59
32 N 0.66 -0.05 -4.53
33 C 0.49 -0.78 -3.43
34 S 1.68 -0.54 -2.16
35 N -0.48 -1.66 -3.27
36 C -1.44 -2.16 -4.24
37 H 0.04 1.12 -6.12
38 H -1.29 0.45 -5.18
39 H -0.38 -0.58 -6.32
40 H 1.46 0.55 -4.49
41 H -0.54 -2.05 -2.34
42 H -0.96 -2.39 -5.19
43 H -2.27 -1.47 -4.41
44 H -1.85 -3.08 -3.84
45 N 2.00 1.92 2.95
46 C 1.49 2.32 1.79
47 S 1.94 1.58 0.31
48 N 0.64 3.35 1.79
49 C 0.24 4.08 2.96
50 C -1.05 3.94 3.44
51 C -1.43 4.65 4.57
52 C -0.51 5.48 5.21
53 C 0.78 5.61 4.72
54 C 1.16 4.92 3.58
55 H 2.70 1.20 2.92
56 H 1.82 2.41 3.81
57 H 0.22 3.57 0.89
58 H -1.74 3.28 2.93
59 H -2.43 4.56 4.96
60 H -0.81 6.03 6.10
61 H 1.49 6.27 5.21
62 H 2.15 5.03 3.16

Record 5
Computed, not measured: a single C2H2OS3 molecule at a distorted geometry, with the ωB97M-V functional and the def2-TZVPD basis.

E_LUMO = -2.5 eV
HOMO level = -9.030 eV
orbital gap = 6.5 eV
SMILES string = OC(=S)C(=S)S
maximum force = 7.41 eV/Å
relative energy (zero: lowest compared OMol25 entry of this formula, charge and spin) = 116.6 kJ/mol

Geometry (Å):
1 O 0.16 1.96 0.15
2 C -0.38 0.73 0.11
3 S -2.08 0.91 0.03
4 C 0.47 -0.39 0.07
5 S 2.10 -0.02 -0.02
6 S -0.25 -1.94 -0.16
7 H 1.02 1.73 -0.08
8 H 0.93 -2.73 0.13

Record 6
Computed, not measured: 4 unconnected molecules or ions with the total composition C8H25NO4 at a distorted geometry, with the ωB97M-V functional and the def2-TZVPD basis.

E_LUMO = 0.7 eV
HOMO level = -9.239 eV
orbital gap = 9.9 eV
SMILES string = COC[C@H](C)N.CCO.CCO.O
maximum force = 1.63 eV/Å

Geometry (Å):
1 C -0.21 5.08 0.98
2 O -0.22 3.69 1.06
3 C -0.20 3.02 -0.19
4 C -0.21 1.51 0.11
5 C 1.03 0.98 0.80
6 N -0.43 0.76 -1.17
7 H -1.04 5.51 0.41
8 H 0.71 5.44 0.51
9 H -0.25 5.48 1.99
10 H -1.10 3.26 -0.76
11 H 0.73 3.34 -0.70
12 H -1.05 1.33 0.78
13 H 0.82 -0.04 1.12
14 H 1.23 1.63 1.65
15 H 1.92 1.04 0.17
16 H -1.35 1.04 -1.53
17 H 0.18 1.23 -1.84
18 C -3.57 -1.48 1.45
19 C -2.95 -2.57 2.34
20 O -1.54 -2.57 2.32
21 H -3.19 -1.41 0.43
22 H -3.29 -0.51 1.88
23 H -4.65 -1.59 1.47
24 H -3.38 -3.52 2.00
25 H -3.28 -2.39 3.37
26 H -1.25 -2.54 1.39
27 C 3.72 -2.50 -2.68
28 C 2.58 -1.86 -1.91
29 O 2.08 -2.72 -0.89
30 H 4.03 -1.82 -3.48
31 H 3.31 -3.33 -3.25
32 H 4.55 -2.72 -2.02
33 H 1.74 -1.50 -2.50
34 H 2.89 -0.91 -1.44
35 H 2.73 -2.85 -0.20
36 O -0.67 -2.01 -0.38
37 H 0.14 -2.44 -0.71
38 H -0.58 -1.06 -0.61

Record 7
Computed, not measured: 2 unconnected molecules or ions with the total composition C7H15FN3 at a distorted geometry, with the ωB97M-V functional and the def2-TZVPD basis.

E_LUMO = -4.0 eV
charge = +1
HOMO level = -12.350 eV
orbital gap = 8.3 eV
maximum force = 4.43 eV/Å
relative energy (zero: lowest compared OMol25 entry of this formula, charge and spin) = 101.3 kJ/mol

Geometry (Å):
1 C 2.37 2.15 1.74
2 C 2.12 -1.27 -1.21
3 C -2.17 -0.82 1.84
4 C -2.20 -1.01 0.30
5 C -1.54 0.30 -0.34
6 C 2.90 -0.70 -0.26
7 C 0.05 1.61 0.82
8 N 1.60 -0.54 -2.22
9 N 1.24 2.05 1.10
10 N -0.22 0.48 0.19
11 F 3.28 0.67 -0.55
12 H 3.09 2.85 1.35
13 H 2.40 1.68 2.78
14 H 1.80 -2.37 -1.11
15 H -2.73 -1.69 2.37
16 H -1.12 -0.96 2.31
17 H -2.62 0.16 2.14
18 H -3.23 -1.08 -0.06
19 H -1.79 -1.88 -0.10
20 H -1.53 0.09 -1.44
21 H -2.12 1.17 -0.19
22 H 3.43 -1.07 0.56
23 H -0.75 2.24 1.11
24 H 1.84 -0.96 -3.22
25 H 0.50 -0.04 -0.30
26 H 1.78 0.41 -2.12

Record 8
Computed, not measured: a molecular structure, C18H23N3O2S at a distorted geometry, with the ωB97M-V functional and the def2-TZVPD basis.

E_LUMO = -0.4 eV
HOMO level = -8.425 eV
orbital gap = 8.0 eV
maximum force = 16.05 eV/Å
relative energy (zero: lowest compared OMol25 entry of this formula, charge and spin) = 1602.8 kJ/mol

Geometry (Å):
1 C -3.92 -2.34 -0.07
2 C -4.74 -1.16 -0.20
3 C -6.08 -1.24 -0.47
4 C -7.06 -0.29 -0.53
5 C -6.61 0.85 -0.47
6 C -5.35 1.14 -0.01
7 C -4.50 0.03 0.16
8 N -3.07 0.35 0.14
9 C -2.40 1.51 0.17
10 O -2.74 2.54 -0.01
11 C -0.93 1.51 0.67
12 H -0.51 2.40 0.45
13 H -0.79 0.83 1.59
14 C -0.09 0.40 -0.19
15 C -0.05 -1.07 0.30
16 O -1.08 -1.71 0.92
17 N 1.27 -1.63 0.65
18 C 2.25 -0.72 0.27
19 N 3.58 -0.90 0.27
20 C 4.53 -0.12 0.03
21 C 5.35 0.21 1.05
22 C 6.49 1.14 0.88
23 C 7.46 0.39 -0.22
24 C 6.57 -0.06 -1.32
25 C 5.42 -0.77 -1.33
26 H 5.83 -1.85 -0.62
27 H 4.84 -1.38 -1.96
28 H 7.28 -0.51 -2.23
29 H 6.22 0.76 -1.89
30 H 8.35 0.85 -0.51
31 H 7.86 -0.51 0.15
32 H 7.16 1.28 1.48
33 H 6.29 2.02 0.29
34 H 5.70 -0.83 1.62
35 H 4.74 0.71 1.84
36 H 4.22 0.95 -0.53
37 S 1.65 0.84 -0.70
38 H 1.45 -2.34 1.30
39 H -0.61 0.27 -1.19
40 H -2.65 -0.39 0.58
41 H -4.84 2.15 0.24
42 H -7.44 1.94 -0.12
43 H -8.26 -0.47 -0.66
44 H -6.67 -2.47 -0.57
45 H -3.29 -2.19 -0.98
46 H -3.34 -2.51 0.80
47 H -4.45 -3.36 -0.32

Record 9
Computed, not measured: a gas-phase ion, C4H9NO3 (charge +1) at a distorted geometry, with the ωB97M-V functional and the def2-TZVPD basis.

E_LUMO (alpha / beta) = -3.3 / -9.3 eV
charge = +1
HOMO level (alpha / beta) = -15.441 / -15.080 eV
2S+1 = 2
orbital gap (alpha / beta) = 12.2 / 5.8 eV
⟨S²⟩ = 0.76
maximum force = 2.25 eV/Å
relative energy (zero: lowest compared OMol25 entry of this formula, charge and spin) = 53.9 kJ/mol

Geometry (Å):
1 O 1.80 2.13 -0.03
2 C 0.66 1.83 0.14
3 O -0.39 2.63 0.07
4 C 0.25 0.38 0.45
5 C -0.47 -0.25 -0.73
6 C -1.28 -1.47 -0.40
7 O -0.45 -2.59 -0.15
8 N 1.40 -0.40 0.83
9 H -0.13 3.46 -0.30
10 H -0.41 0.36 1.33
11 H -1.13 0.50 -1.17
12 H 0.25 -0.44 -1.53
13 H -1.94 -1.69 -1.25
14 H -2.01 -1.28 0.40
15 H 1.97 -0.78 0.08
16 H 2.00 0.12 1.50
17 H -0.12 -2.51 0.76

Record 10
Computed, not measured: a gas-phase ion, C5H9N2 (charge +1) at a distorted geometry, with the ωB97M-V functional and the def2-TZVPD basis.

E_LUMO = -4.2 eV
charge = +1
HOMO level = -13.985 eV
orbital gap = 9.8 eV
maximum force = 4.53 eV/Å
relative energy (zero: lowest compared OMol25 entry of this formula, charge and spin) = 427.2 kJ/mol

Geometry (Å):
1 C 0.99 0.66 0.76
2 C 0.89 -0.66 0.87
3 C -0.76 0.46 -0.69
4 C 1.43 -1.87 1.39
5 C -1.74 1.10 -1.46
6 N 0.23 1.38 -0.19
7 N -0.57 -0.80 -0.54
8 H 1.33 1.33 1.56
9 H 0.43 2.37 0.05
10 H 1.79 -2.39 0.48
11 H 0.76 -2.49 1.90
12 H 2.11 -1.54 2.17
13 H -1.74 0.77 -2.41
14 H -1.63 2.16 -1.44
15 H -2.74 0.80 -1.07
16 H -0.78 -1.30 -1.38